1.
Formula: C8H16Br6O2Sr3
Source: OMol25
Level of theory: ωB97M-V with the def2-TZVPD basis set

Values from the calculation:
Relative energy (zero: lowest compared OMol25 entry of this formula, charge and spin) ... 0.0 kJ/mol
DFT total energy ... -15999.68614 hartree

Structure (ORCA input):
```
! wB97M-V def2-TZVPD RIJCOSX def2/J DEFGRID3
* xyz 4 1
Sr 12.14 -9.46 9.66
Sr 11.41 -14.22 12.91
Sr 9.15 -11.08 11.16
Br 13.31 -7.35 15.45
Br 4.57 -12.95 16.01
Br 14.33 -7.13 11.02
Br 11.36 -6.40 9.41
Br 17.25 -9.59 14.66
Br 6.26 -13.17 12.87
O 10.92 -9.54 11.87
O 10.23 -12.09 13.36
C 12.11 -5.43 10.95
C 11.45 -9.91 13.18
C 12.76 -6.37 11.93
C 10.61 -10.85 14.00
C 15.07 -8.16 15.64
C 6.23 -13.84 15.62
C 7.05 -13.01 14.66
C 15.56 -8.71 14.32
H 9.69 -10.31 14.27
H 14.84 -9.38 13.85
H 11.33 -4.79 11.36
H 12.96 -5.85 12.87
H 6.76 -13.95 16.57
H 15.74 -7.43 16.09
H 15.01 -8.94 16.39
H 6.02 -14.83 15.22
H 11.62 -8.97 13.71
H 12.14 -7.22 12.19
H 11.07 -11.05 14.97
H 12.47 -10.29 12.99
H 15.80 -7.91 13.62
H 8.06 -13.41 14.60
H 12.89 -4.81 10.52
H 7.05 -11.96 14.95
*
```

=====

2.
Formula: C14H13BrMnNOS2
Source: OMol25
Level of theory: ωB97M-V with the def2-TZVPD basis set

Values from the calculation:
DFT total energy ... -5192.70728 hartree

Structure (ORCA input):
```
! wB97M-V def2-TZVPD RIJCOSX def2/J DEFGRID3
* xyz -1 2
Br -2.40 3.54 -0.57
Mn -1.23 1.50 -0.87
S -0.46 -2.60 -3.19
S -1.22 0.29 -2.72
O 0.46 -0.51 -4.49
N -2.25 0.52 0.70
C 1.20 -1.43 -5.28
C -2.10 -1.81 1.34
C 2.13 2.49 2.42
C 1.19 2.77 0.23
C 0.34 1.66 0.36
C -1.51 -0.56 1.27
C -0.14 -2.70 2.38
C 0.49 0.94 1.56
C 1.34 1.37 2.59
C -1.42 -2.89 1.90
C -0.34 -0.99 -3.53
C -0.21 -0.36 1.72
C 0.46 -1.46 2.27
C 2.07 3.18 1.21
H 1.71 -0.81 -6.03
H -3.19 0.23 0.47
H 1.37 0.83 3.53
H 1.14 3.36 -0.69
H 0.54 -2.15 -5.76
H 2.79 2.83 3.22
H -1.90 -3.86 1.95
H -3.10 -1.95 0.94
H 0.41 -3.53 2.82
H 1.48 -1.32 2.60
H -2.28 1.34 1.29
H 1.93 -1.97 -4.68
H 2.70 4.05 1.05
*
```

=====

3.
Formula: C22H27N3O2
Source: OMol25
Level of theory: ωB97M-V with the def2-TZVPD basis set

Values from the calculation:
Relative energy (zero: lowest compared OMol25 entry of this formula, charge and spin) ... 2069.5 kJ/mol
DFT total energy ... -1168.56533 hartree

Structure (ORCA input):
```
! wB97M-V def2-TZVPD RIJCOSX def2/J DEFGRID3
* xyz 0 1
O 2.87 -2.17 0.63
O -1.06 -0.48 -0.72
N -1.56 1.32 2.39
N 1.53 -1.61 -0.64
N -0.33 -0.89 1.38
C 4.36 -1.24 -2.96
C -3.76 4.22 2.65
C -2.31 1.77 0.15
C 1.82 -2.07 0.42
C 4.07 -0.76 -4.19
C 2.29 -1.23 -1.90
C -2.90 3.13 2.13
C -2.44 2.15 2.88
C 3.56 -1.51 -1.76
C -0.35 -3.82 -0.02
C -3.71 3.96 -0.16
C -1.88 0.84 1.09
C -0.09 -3.36 1.35
C -4.53 4.78 0.30
C -4.26 5.18 1.81
C 5.97 -1.54 -2.92
C 1.65 -0.74 -3.26
C -0.92 -0.27 0.56
C -2.98 3.15 0.50
C 0.82 -4.36 1.84
C 0.64 -2.01 1.54
C 2.60 -0.55 -4.24
H -2.64 1.47 -0.79
H -1.25 2.31 -0.33
H -3.22 1.47 3.57
H -0.80 -2.94 -0.46
H -0.51 1.92 2.17
H -1.08 -3.03 1.85
H 1.02 -2.08 2.44
H 0.90 -4.40 2.97
H 0.53 -3.91 -0.76
H -3.81 4.46 3.49
H -1.89 2.78 3.72
H -0.21 -0.30 2.55
H -1.01 -4.44 -0.05
H 0.14 -5.27 1.82
H 4.10 -1.94 -0.95
H 4.39 -0.79 -5.12
H -4.97 6.01 2.16
H -3.64 3.70 -1.21
H -4.88 5.65 -0.44
H -3.05 0.24 1.27
H 1.71 -4.33 1.45
H 0.66 -0.55 -3.09
H 0.64 -1.32 -0.92
H 6.27 -1.96 -2.03
H 6.17 -2.29 -3.81
H 2.01 -0.33 -5.15
H 6.29 -0.66 -3.02
*
```

=====

4.
Formula: C2H5Cl2FN2OS2
Source: OMol25
Level of theory: ωB97M-V with the def2-TZVPD basis set

Values from the calculation:
DFT total energy ... -2080.40094 hartree

Structure (ORCA input):
```
! wB97M-V def2-TZVPD RIJCOSX def2/J DEFGRID3
* xyz 0 1
Cl 0.31 0.80 -2.62
Cl -0.73 2.65 -0.38
S 1.54 0.30 2.36
S 1.32 0.13 0.47
F 1.28 -1.76 -1.17
O 2.13 0.99 -0.28
N -0.36 0.03 -0.18
N 1.87 -1.49 0.04
C -0.71 1.00 -1.15
C -1.37 -0.29 0.81
H 1.69 -2.17 0.65
H -2.37 -0.54 0.18
H -1.89 0.80 -1.43
H -1.58 0.71 1.38
H -1.12 -1.15 1.31
*
```

=====

5.
Formula: C2H5NO
Source: OMol25
Level of theory: ωB97M-V with the def2-TZVPD basis set

Values from the calculation:
Relative energy (zero: lowest compared OMol25 entry of this formula, charge and spin) ... 574.0 kJ/mol
DFT total energy ... -209.00371 hartree

Structure (ORCA input):
```
! wB97M-V def2-TZVPD RIJCOSX def2/J DEFGRID3
* xyz 0 1
O -1.89 0.24 -0.40
N -1.37 -0.28 0.84
C 1.81 0.91 -1.02
C 1.61 -0.27 -0.84
H 1.36 -1.31 -0.81
H -0.50 -0.91 0.56
H 2.01 1.92 -1.20
H -1.05 0.52 1.41
H -1.98 -0.82 1.45
*
```

=====

6.
Formula: C5H5ClO2
Source: OMol25
Level of theory: ωB97M-V with the def2-TZVPD basis set

Values from the calculation:
Relative energy (zero: lowest compared OMol25 entry of this formula, charge and spin) ... 338.8 kJ/mol
DFT total energy ... -804.05815 hartree

Structure (ORCA input):
```
! wB97M-V def2-TZVPD RIJCOSX def2/J DEFGRID3
* xyz 0 1
Cl -2.34 0.39 -1.91
O 1.04 0.35 -1.56
O 2.39 -1.02 1.56
C 1.45 -0.86 0.70
C -1.72 -0.29 0.50
C 1.23 0.38 -0.06
C 0.03 0.98 -0.77
C -1.32 0.40 -0.53
H 0.08 2.02 -0.64
H -2.49 -1.09 0.65
H -1.01 -0.46 1.33
H 2.05 0.98 0.26
H 0.59 -1.78 0.47
*
```